(1)
{
  "formula": "C24H36F6MnO18P",
  "method": "the ωB97M-V functional and the def2-TZVPD basis",
  "species": ["Mn", "P", "F", "F", "F", "F", "F", "F", "C", "C", "C", "O", "C", "O", "O", "H", "H", "H", "H", "H", "H", "C", "C", "C", "O", "C", "O", "O", "H", "H", "H", "H", "H", "H", "C", "C", "C", "O", "C", "O", "O", "H", "H", "H", "H", "H", "H", "C", "C", "C", "O", "C", "O", "O", "H", "H", "H", "H", "H", "H", "C", "C", "C", "O", "C", "O", "O", "H", "H", "H", "H", "H", "H", "C", "C", "C", "O", "C", "O", "O", "H", "H", "H", "H", "H", "H"],
  "positions_angstrom": [[0.70843, 0.45246, 0.23381], [2.53108, 0.49529, 2.77576], [3.83169, -0.33465, 3.17316], [1.58287, -0.72150, 3.19519], [2.38613, 1.16104, 4.20321], [1.21536, 1.34401, 2.22049], [3.44492, 1.71919, 2.27595], [2.60830, -0.13690, 1.22496], [-0.98973, 6.91600, 0.70058], [-0.85115, 5.58591, 1.38688], [-2.15793, 4.81802, 1.63208], [-1.79177, 3.47203, 1.39912], [-0.67364, 3.45328, 0.65120], [-0.23370, 2.45769, 0.15911], [-0.11598, 4.65951, 0.57727], [-0.14522, 7.10973, 0.03843], [-1.03821, 7.74397, 1.40467], [-1.88224, 6.94690, 0.07154], [-0.38186, 5.71130, 2.36635], [-2.96191, 5.16077, 0.96685], [-2.59315, 4.98137, 2.61678], [-0.60430, -6.07389, 0.08438], [-0.08659, -5.10804, 1.12725], [1.43166, -5.09214, 1.24606], [1.72344, -3.67096, 1.34711], [0.68962, -2.97699, 0.87109], [0.69517, -1.80243, 0.68641], [-0.41691, -3.75143, 0.75775], [-0.33411, -7.11462, 0.24715], [-0.28055, -5.76307, -0.91178], [-1.69624, -6.01920, 0.05627], [-0.58484, -5.26869, 2.08442], [1.96021, -5.46122, 0.36705], [1.83606, -5.54921, 2.14370], [4.58459, -3.58630, -3.72253], [3.57489, -3.25550, -2.63407], [4.20472, -2.81010, -1.30594], [3.39012, -1.67927, -0.94903], [2.52561, -1.38781, -1.91276], [1.65972, -0.56142, -1.83380], [2.74994, -2.15138, -3.00496], [5.25375, -2.74740, -3.89098], [4.03103, -3.89601, -4.60298], [5.15592, -4.42264, -3.31211], [2.95894, -4.14957, -2.48296], [5.21932, -2.45716, -1.49458], [4.14468, -3.50319, -0.47466], [-3.46889, -3.45622, 2.26915], [-3.92730, -2.04634, 1.93467], [-4.10340, -1.10627, 3.12690], [-2.91679, -0.32421, 3.12286], [-2.19554, -0.58453, 2.01975], [-1.12031, -0.13128, 1.80801], [-2.87116, -1.41449, 1.19188], [-2.48682, -3.38615, 2.75958], [-3.31095, -4.05712, 1.37843], [-4.09043, -3.93020, 3.02948], [-4.83545, -2.13587, 1.33750], [-4.28155, -1.62487, 4.06697], [-4.94132, -0.42072, 2.97912], [-4.62261, -2.28006, -2.24668], [-3.77572, -1.12721, -2.69616], [-4.14206, 0.22755, -2.08913], [-2.91588, 0.74773, -1.57096], [-1.99005, -0.21656, -1.59794], [-0.91136, -0.11129, -1.09121], [-2.40113, -1.31284, -2.22058], [-4.26527, -3.20089, -2.71759], [-5.64248, -2.19885, -2.63253], [-4.64414, -2.44511, -1.17186], [-3.64416, -1.12242, -3.77737], [-4.83484, 0.10303, -1.25396], [-4.62449, 0.89981, -2.79466], [2.35916, 5.98636, -2.26696], [3.31187, 5.06949, -1.52084], [3.17598, 5.14198, 0.01893], [2.86467, 3.80987, 0.38864], [2.63627, 3.06334, -0.68776], [2.23931, 1.93599, -0.65852], [2.97974, 3.71151, -1.81404], [2.74571, 7.00510, -2.27038], [1.35817, 5.95259, -1.83298], [2.26503, 5.64040, -3.29634], [4.33716, 5.29117, -1.81454], [2.35278, 5.80315, 0.29960], [4.06015, 5.50865, 0.53261]],
  "lowdin_charge": [1.02, 0.18, -0.12, -0.12, -0.11, -0.19, -0.13, -0.20, -0.01, -0.29, -0.08, 0.11, -0.50, 0.11, 0.11, 0.08, 0.09, 0.09, 0.16, 0.13, 0.14, -0.02, -0.31, -0.04, 0.09, -0.52, 0.11, 0.08, 0.09, 0.09, 0.08, 0.15, 0.13, 0.14, -0.01, -0.32, -0.04, 0.07, -0.53, 0.12, 0.11, 0.09, 0.09, 0.10, 0.15, 0.14, 0.13, -0.01, -0.30, -0.08, 0.10, -0.52, 0.15, 0.08, 0.10, 0.08, 0.09, 0.14, 0.14, 0.14, -0.02, -0.27, -0.07, 0.10, -0.54, 0.10, 0.12, 0.10, 0.10, 0.08, 0.16, 0.13, 0.14, -0.02, -0.29, -0.07, 0.09, -0.53, 0.11, 0.11, 0.09, 0.07, 0.09, 0.15, 0.12, 0.14],
  "multiplicity": 6,
  "lumo_ev": [-1.641, -1.641],
  "e_homo_ev": [-12.670, -13.065],
  "charge": 1,
  "total_energy_ev": -119246.2812
}


(2)
{
  "formula": "C24H36GeN5O4S2Si3Tc",
  "method": "the ωB97M-V functional and the def2-TZVPD basis",
  "species": ["Tc", "O", "C", "O", "C", "C", "C", "C", "C", "N", "C", "O", "O", "H", "H", "H", "S", "C", "C", "N", "C", "S", "C", "N", "C", "N", "C", "C", "N", "C", "H", "H", "H", "H", "H", "H", "C", "Si", "C", "C", "Ge", "Si", "C", "C", "C", "Si", "C", "C", "C", "H", "H", "H", "H", "H", "H", "H", "H", "H", "H", "H", "H", "H", "H", "H", "H", "H", "H", "H", "H", "H", "H", "H", "H", "H", "H", "H"],
  "positions_angstrom": [[-1.92873, -0.11614, -1.48226], [-3.37024, 2.22460, 1.53104], [-3.14730, 1.52451, 0.56753], [-1.98664, 0.99905, 0.25148], [-4.25582, 1.15645, -0.39269], [-5.57358, 1.56589, -0.33771], [-6.45108, 1.11281, -1.31641], [-5.99254, 0.26681, -2.32022], [-4.66242, -0.10221, -2.30989], [-3.83602, 0.34308, -1.36197], [-3.95786, -1.02451, -3.29349], [-4.58272, -1.62477, -4.13542], [-2.67007, -1.09170, -3.07742], [-5.88699, 2.23285, 0.45289], [-7.48892, 1.41628, -1.29723], [-6.63098, -0.10735, -3.10814], [0.39195, -0.54347, -1.74126], [0.84999, 0.62350, -2.99885], [2.03117, 0.33463, -3.72113], [2.97285, 0.04223, -4.31753], [0.02976, 1.65178, -3.34596], [-1.56618, 1.88235, -2.73635], [0.48841, 2.61944, -4.29198], [0.84676, 3.42812, -5.02619], [-1.84016, -3.55065, 2.84737], [-2.22153, -3.09856, 1.52547], [-3.24339, -3.58017, 0.74533], [-3.26209, -2.81159, -0.37797], [-2.27116, -1.86468, -0.28477], [-1.66720, -2.06738, 0.86939], [-2.64848, -3.37979, 3.55743], [-0.96469, -2.99269, 3.16880], [-1.60179, -4.61305, 2.83769], [-3.84191, -4.42411, 1.04048], [-3.89958, -2.88312, -1.24322], [-0.83224, -1.49484, 1.23672], [3.33179, -2.38820, -1.41320], [2.71910, -1.96880, 0.32306], [4.17958, -1.91960, 1.52701], [1.54405, -3.33588, 0.92190], [1.58759, 0.20183, 0.24581], [3.22356, 1.86982, -0.51781], [4.08259, 2.38990, 1.09212], [4.62690, 1.23517, -1.60954], [2.37986, 3.36815, -1.31523], [0.40972, 1.27488, 2.19665], [1.89357, 0.99579, 3.36345], [-1.00641, 0.57210, 3.24978], [0.28143, 3.11404, 1.82135], [4.16083, -3.09811, -1.38317], [3.67324, -1.49725, -1.94399], [2.52977, -2.82778, -2.00773], [4.62347, -2.91263, 1.62634], [3.86911, -1.58914, 2.52072], [4.95755, -1.23828, 1.17522], [2.02140, -4.31381, 0.82963], [0.62481, -3.35545, 0.33165], [1.27914, -3.19261, 1.97294], [4.42779, 1.51446, 1.64817], [3.42270, 2.96930, 1.74076], [4.95660, 3.00509, 0.86837], [5.08544, 0.33375, -1.19646], [5.40207, 2.00358, -1.66354], [4.30390, 1.01656, -2.62408], [2.52215, 4.26516, -0.70945], [1.30498, 3.21933, -1.43686], [2.79678, 3.56428, -2.30505], [2.03974, -0.06857, 3.56797], [1.72278, 1.49538, 4.32118], [2.82850, 1.38148, 2.95414], [-0.61718, -0.06721, 4.04473], [-1.76856, 0.02851, 2.69697], [-1.51381, 1.42177, 3.70975], [1.02164, 3.42542, 1.08207], [0.45192, 3.69046, 2.73399], [-0.70862, 3.36348, 1.44682]],
  "lowdin_charge": [1.09, 0.09, -0.56, -0.26, -0.16, 0.03, -0.02, 0.03, -0.16, -0.06, -0.58, 0.10, -0.20, 0.13, 0.11, 0.13, 0.56, -0.65, -0.28, 0.19, -0.72, 0.70, -0.27, 0.19, 0.00, -0.11, -0.04, -0.08, -0.07, -0.18, 0.10, 0.08, 0.10, 0.13, 0.11, 0.09, -0.22, 0.35, -0.22, -0.22, 0.61, 0.39, -0.23, -0.21, -0.21, 0.43, -0.24, -0.20, -0.19, 0.04, 0.00, 0.02, 0.03, 0.02, 0.02, 0.04, 0.01, 0.02, 0.02, 0.02, 0.04, 0.02, 0.04, -0.01, 0.03, 0.01, 0.04, 0.02, 0.04, -0.02, 0.03, 0.00, 0.04, 0.00, 0.04, 0.03],
  "multiplicity": 3,
  "lumo_ev": [-0.423, -0.773],
  "e_homo_ev": [-7.970, -8.188],
  "charge": 0,
  "total_energy_ev": -145136.1919
}


(3)
{
  "formula": "C24H36LuNO5P2S",
  "method": "the ωB97M-V functional and the def2-TZVPD basis",
  "species": ["C", "C", "N", "C", "C", "C", "C", "P", "Lu", "P", "C", "C", "C", "C", "C", "C", "C", "O", "O", "H", "H", "H", "C", "C", "H", "H", "H", "H", "C", "C", "H", "H", "H", "H", "H", "H", "H", "H", "H", "H", "H", "H", "H", "H", "H", "H", "H", "H", "H", "H", "H", "H", "C", "C", "C", "C", "C", "C", "C", "S", "O", "O", "O", "H", "H", "H", "H", "H", "H", "H"],
  "positions_angstrom": [[-0.68571, 3.60531, -2.75875], [-0.86268, 2.28769, -2.26303], [0.08436, 1.84535, -1.34120], [1.00761, 2.68824, -0.84355], [1.15956, 4.00350, -1.28232], [0.29705, 4.44177, -2.27216], [-1.97431, 1.53213, -2.58292], [-2.45022, 0.00977, -1.88749], [-0.01958, -0.35758, -0.49467], [2.48989, 0.39098, 0.01272], [2.01050, 2.16741, 0.22526], [-0.20144, -2.80652, -1.45232], [-1.24342, -3.45166, -0.68269], [-0.99899, -4.75537, -0.17169], [0.24752, -5.35530, -0.33535], [1.31680, -4.71717, -0.94514], [1.11867, -3.41290, -1.47233], [-0.63053, 1.33165, -6.65207], [1.48240, -1.72333, -3.90929], [-1.39341, 3.93070, -3.45956], [1.99236, 4.63972, -0.90151], [0.42320, 5.44023, -2.69157], [-3.91862, 0.24879, -0.83449], [-3.09396, -0.97530, -3.25049], [2.95342, 2.74986, 0.15596], [1.59072, 2.27276, 1.25132], [-0.98732, 0.96795, -7.45473], [-2.76730, 2.06702, -3.11977], [3.14030, 0.01507, 1.68798], [3.99114, 0.52045, -1.01080], [-2.22007, -2.99295, -0.47557], [-1.77162, -5.27009, 0.35668], [0.39839, -6.36789, 0.02778], [2.29123, -5.15281, -1.05884], [1.90461, -2.86881, -1.95573], [-0.01524, -1.55413, -1.89251], [0.82506, -2.31193, -4.29438], [1.13099, -0.85492, -4.06813], [0.23232, 1.71902, -6.80020], [-0.64319, -2.16887, -2.38867], [-4.84731, 0.27963, -1.42630], [-3.98871, -0.56049, -0.08765], [-3.88082, 1.19376, -0.27590], [-4.04098, -0.56408, -3.57606], [-2.37783, -0.88225, -4.06412], [-3.21502, -2.02144, -2.95661], [4.79928, 1.00901, -0.44925], [4.30763, -0.49669, -1.30292], [3.75601, 1.09990, -1.91824], [4.06682, 0.58500, 1.87568], [2.37903, 0.26193, 2.44925], [3.35732, -1.06551, 1.73303], [0.51296, 1.49805, 7.28819], [0.09503, 1.02606, 5.91733], [-0.08408, -0.34238, 5.71183], [-0.52600, -0.81986, 4.48681], [-0.78842, 0.08187, 3.43934], [-0.58032, 1.45363, 3.63335], [-0.13178, 1.91937, 4.86432], [-1.39553, -0.54234, 1.90915], [-0.22355, -1.40088, 1.38824], [-2.66012, -1.18817, 2.06068], [-1.37206, 0.64003, 0.91716], [-0.24211, 1.19338, 8.03232], [1.47236, 1.04765, 7.60100], [0.60594, 2.58970, 7.32017], [0.15177, -1.03078, 6.53383], [-0.66446, -1.88709, 4.33276], [-0.76027, 2.15833, 2.82282], [0.06478, 2.98678, 5.02603]],
  "lowdin_charge": [-0.05, -0.38, -0.05, -0.35, -0.09, -0.09, -0.31, 0.75, 1.26, 0.80, -0.29, -0.36, -0.11, -0.10, -0.15, -0.10, -0.11, -0.05, -0.06, 0.09, 0.11, 0.11, -0.27, -0.27, 0.09, 0.09, 0.02, 0.07, -0.26, -0.26, 0.09, 0.09, 0.09, 0.09, 0.06, -0.07, 0.05, 0.02, 0.03, 0.07, 0.04, 0.02, 0.05, 0.04, 0.04, 0.04, 0.05, 0.05, 0.05, 0.05, 0.04, 0.05, -0.05, -0.27, -0.04, -0.04, -0.28, -0.05, -0.03, 0.57, -0.47, -0.25, -0.49, 0.09, 0.09, 0.08, 0.13, 0.12, 0.11, 0.12],
  "lumo_ev": [0.351, 0.380],
  "e_homo_ev": [-4.900, -4.805],
  "charge": 0,
  "total_energy_ev": -100229.4340
}


Energy above the lowest of the compared OMol25 structures with the same formula, charge and spin (computed, eV): 0.509 0.181 2.939